113
Properties=species:S:1:pos:R:3:forces:R:3:mulliken_charge:R:1 method="wB97M-V/def2-TZVPD" multiplicity=1 total_charge=-1 e_lumo_ev=1.866 e_above_lowest_kcal_mol=0.0
N 0.26856 -0.33385 0.67363 -2.0609 -0.0595 -0.1085 0.26
S -0.24303 -1.82711 0.82613 2.2678 -2.6931 -0.1923 0.84
O -1.03347 -2.33785 -0.24892 -1.0072 0.5364 0.0333 -0.73
O -0.53090 -2.23010 2.16032 -0.4071 0.2202 0.1850 -0.73
F 1.13351 -2.57916 0.51693 0.0563 0.6935 0.2741 -0.30
S -1.11791 0.50331 0.69098 1.2975 2.3631 1.1263 0.56
O -1.95945 0.34920 1.82515 -0.3187 -0.8463 0.4625 -0.66
O -1.75031 0.73547 -0.54799 -0.2359 -0.1924 -1.3796 -0.47
F -0.41675 1.90184 1.01975 0.1500 0.0671 -0.3474 -0.05
C 2.55083 1.78523 0.48827 0.9094 0.5829 -0.6614 0.20
N 2.24156 3.24056 0.31880 -1.6863 -0.3079 -0.1145 0.95
O 2.12013 3.64711 -0.82148 0.3503 0.0443 0.3740 -0.61
O 2.03743 3.90687 1.31907 0.4316 -0.1305 -0.1374 -0.51
H 1.96924 1.27652 1.24029 0.0008 0.5211 0.3662 -0.07
H 3.61335 1.84634 0.71357 -0.0240 -0.5181 0.1912 0.69
H 2.40080 1.32149 -0.47743 0.1097 0.0603 -0.0584 -0.59
C -1.91963 4.52623 -0.08781 -0.9472 -0.2937 0.0371 -0.54
N -0.78637 5.37530 -0.49050 0.0085 0.0934 -0.2473 1.00
O -0.10064 5.86174 0.37849 0.0715 0.0770 0.2285 -0.52
O -0.64320 5.55809 -1.68004 0.0809 -0.0084 -0.2181 -0.59
H -2.80730 4.87677 -0.61259 0.1071 0.2565 0.0366 0.36
H -2.05478 4.60212 0.98370 0.1333 -0.0989 0.0350 0.29
H -1.78984 3.49951 -0.41894 0.4783 0.0203 0.0776 -0.02
O 3.05483 1.68847 3.61270 0.2972 -0.0364 -0.3103 -0.57
S 2.09225 1.67097 4.66664 -0.5094 -0.1808 -0.4938 1.27
O 2.25644 0.80249 5.77263 0.2194 -0.4008 0.6616 -0.69
O 1.96202 3.11941 5.27569 0.0113 0.1830 0.1837 -0.37
C 2.05782 4.23988 4.38836 0.4404 0.9512 -0.8829 0.11
C 2.11087 5.52578 5.18606 -0.7046 -0.3629 -0.0979 -1.42
C 0.46607 1.44207 4.02650 -0.2040 -0.1691 0.9044 -0.71
H 1.22887 4.30801 3.67730 -0.2931 -0.3894 0.3524 0.18
H 2.92253 4.15095 3.72985 0.1751 -0.2487 0.3074 0.29
H 1.21040 5.57403 5.80295 0.1680 0.0939 0.2062 0.34
H 2.02806 6.34200 4.46802 0.2676 0.0984 0.0750 0.41
H 2.99994 5.61975 5.80308 0.0417 0.0079 -0.0145 0.33
H -0.14921 1.53420 4.92422 -0.1621 0.4398 -0.1774 0.50
H 0.26848 0.41658 3.71828 0.4864 0.0562 -0.5330 0.24
H 0.26727 2.20604 3.28421 -0.1807 -0.1457 -0.1352 0.05
O -3.92548 -5.15012 5.76710 -0.3148 -0.2175 0.3679 -0.63
S -3.13863 -4.45386 4.81104 0.4556 0.0118 -0.3951 1.22
O -1.71415 -4.53517 4.84680 0.0615 0.0303 0.0798 -0.60
O -3.64669 -4.98381 3.40313 -0.3426 0.5386 0.2768 -0.41
C -3.26200 -4.24883 2.22659 0.7100 -0.4152 -1.2336 -0.04
C -4.36784 -3.41624 1.61421 -0.5542 0.4939 0.2109 -1.00
C -3.59486 -2.75300 4.77854 -0.1031 0.0245 -0.3546 -0.63
H -2.97174 -5.03317 1.52505 -0.1251 -0.0130 -0.0012 0.38
H -2.34887 -3.66337 2.34785 -0.0704 -0.0410 0.4826 0.15
H -5.35199 -3.84904 1.80735 0.0815 -0.1513 -0.0788 0.41
H -4.24382 -3.31480 0.53551 0.1593 -0.2582 -0.0006 0.28
H -4.40326 -2.38440 1.97538 0.1268 -0.1100 0.2279 0.20
H -3.41625 -2.34762 5.76963 -0.0246 0.0105 0.0215 0.39
H -4.64022 -2.69540 4.48533 -0.0736 0.0581 0.2319 0.31
H -2.98546 -2.24676 4.03195 0.1168 0.0630 0.1153 0.07
O 4.47590 0.45305 -2.17532 0.6506 0.4252 0.3944 -0.64
S 3.59532 -0.11368 -3.14056 -0.6553 -1.0327 -0.2656 1.36
O 3.05833 0.69530 -4.18311 -0.1039 0.5576 -0.2132 -0.70
O 4.28154 -1.37490 -3.81939 0.1629 0.0238 -0.0447 -0.28
C 5.65325 -1.24159 -4.24223 0.2195 -0.5068 0.0060 -0.28
C 5.93310 -0.08693 -5.18449 0.7928 -0.0615 -0.7916 -1.12
C 2.29264 -0.92743 -2.31991 -0.6182 0.1576 0.4409 -0.31
H 5.86075 -2.17812 -4.75654 -0.2538 -0.0851 0.0366 0.38
H 6.27904 -1.25177 -3.34998 0.0128 0.3193 0.0389 0.22
H 6.52640 0.70895 -4.73803 -0.5368 0.2470 0.2551 0.31
H 5.04275 0.27270 -5.69283 -0.1298 0.2214 0.3819 0.34
H 6.57063 -0.42797 -6.01027 -0.0133 -0.2476 0.1651 0.36
H 2.64622 -1.53467 -1.48987 0.2497 -0.0047 -0.1257 0.08
H 1.64600 -1.49369 -2.98508 0.3155 0.0303 -0.1890 0.31
H 1.69131 -0.10384 -1.92727 -0.0423 -0.0438 0.0468 0.11
O -1.36900 -3.72063 -5.46088 0.0692 -0.6006 -0.7185 -0.68
S -1.18603 -3.01848 -4.24689 -0.1989 0.2411 0.7812 1.05
O -0.02585 -2.21405 -4.02189 0.0972 0.1646 -0.3251 -0.59
O -2.49525 -2.13875 -4.07903 0.4740 0.4901 -0.3357 -0.36
C -2.34677 -0.82091 -3.48755 -1.0878 -0.1911 1.0781 0.19
C -3.61078 -0.03885 -3.78325 0.6937 0.3415 0.6423 -1.13
C -1.36985 -4.06703 -2.86931 -0.6790 -0.6629 0.5560 -0.27
H -1.43565 -0.31600 -3.78958 -0.0034 -0.1492 -0.3172 0.37
H -2.33436 -0.94740 -2.40090 0.4351 -0.0871 -0.0588 0.00
H -4.48478 -0.48664 -3.31042 -0.0564 -0.4112 -0.4585 0.26
H -3.71559 0.15202 -4.84751 -0.3116 0.1227 0.0369 0.40
H -3.47398 0.87330 -3.19187 -0.0276 0.3221 -0.5441 0.26
H -1.32345 -3.47210 -1.95797 0.2481 0.0188 -0.1484 -0.16
H -0.64453 -4.87602 -2.85282 0.2706 0.2140 -0.1657 0.41
H -2.36213 -4.51892 -2.91263 0.0174 0.0348 -0.1899 0.38
O 4.45536 -2.62994 -0.30440 -0.2447 -0.2428 -0.4100 -0.58
S 4.87757 -2.30484 1.01562 -0.1609 0.5855 -0.2839 1.07
O 4.92768 -3.30984 2.02350 -0.0074 -0.5329 0.3604 -0.70
O 6.31540 -1.64051 0.89372 0.2666 0.2507 0.0368 -0.30
C 7.46987 -2.37093 1.33143 0.0187 -0.2696 0.7777 -0.39
C 7.83499 -3.49155 0.38839 0.1620 0.2030 -0.2450 -0.98
C 4.02245 -0.88432 1.61212 0.1103 -0.5866 0.9519 -0.36
H 7.31022 -2.75386 2.34442 -0.3299 -0.0792 -0.1524 0.35
H 8.24677 -1.61834 1.45920 0.0557 0.0228 -0.4347 0.35
H 8.14807 -3.08073 -0.57281 0.1186 -0.0934 0.0137 0.25
H 6.99727 -4.15896 0.19309 -0.0898 0.0313 0.1918 0.31
H 8.64150 -4.07746 0.83135 0.0701 0.0155 -0.1233 0.37
H 4.17472 -0.94755 2.69103 0.2405 0.4434 -0.0290 0.35
H 2.94449 -0.95731 1.49397 0.0549 -0.0483 -0.6038 -0.26
H 4.50364 -0.02095 1.17587 -0.2369 0.1521 -0.0575 0.43
O -8.63334 3.09607 -2.21620 -0.3804 -0.1436 0.1237 -0.65
S -7.33649 3.55332 -2.59543 0.0605 0.0699 -0.3787 1.18
O -7.02352 4.93853 -2.61899 -0.0470 0.4404 -0.0410 -0.64
O -6.25971 2.92137 -1.65462 0.3828 -0.4776 0.0139 -0.18
C -6.33138 1.47272 -1.42690 0.3125 0.7378 0.3052 -0.16
C -5.08847 1.11599 -0.66578 0.1295 -0.8035 0.4826 -1.07
C -6.95856 2.85868 -4.18281 0.0689 0.0469 0.4264 -0.94
H -6.34029 0.97489 -2.39491 -0.2629 -0.0998 0.0510 0.20
H -7.23574 1.32575 -0.84151 -0.0863 -0.4131 -0.2411 0.32
H -5.14425 1.42786 0.37661 0.1261 0.3766 -0.1087 0.50
H -4.17851 1.47055 -1.14153 -0.0518 0.2444 0.0675 0.02
H -4.97452 0.02825 -0.60287 -0.1499 0.0056 -0.1797 0.39
H -5.90002 3.01741 -4.37107 -0.0257 0.0741 -0.1525 0.29
H -7.59155 3.39016 -4.88717 0.0543 -0.0520 -0.1170 0.39
H -7.19605 1.79986 -4.15722 -0.0715 -0.0138 -0.1710 0.34

=====

97
Properties=species:S:1:pos:R:3:forces:R:3:mulliken_charge:R:1 method="wB97M-V/def2-TZVPD" multiplicity=1 total_charge=+1 e_lumo_ev=-4.765 e_above_lowest_kcal_mol=15.3
Zn 2.09384 1.64543 -0.42322 -0.0931 -0.3537 0.3646 -0.06
C -0.20619 -0.17484 2.20063 0.3656 0.0960 -1.5245 0.36
F 0.23387 -1.31800 1.67530 0.0474 -0.2753 -0.1103 -0.03
F -1.12375 -0.43401 3.08037 -0.3206 0.2132 0.5902 -0.17
F 0.85082 0.43013 2.73376 0.0516 0.3709 0.3479 -0.09
S -0.94636 0.90420 0.82539 -0.4862 0.1124 2.8063 0.34
O -2.19530 0.25954 0.54808 1.2573 0.1204 -0.5640 -0.51
O -1.02964 2.21943 1.40533 1.1862 -0.2276 -0.8731 -0.46
N 0.35629 0.77825 -0.32662 -3.0475 -0.1990 1.3281 1.05
S -0.31018 0.23387 -1.67183 -1.4040 -0.8940 -3.4602 0.14
O -1.65031 0.67348 -1.97002 1.2024 -0.2759 0.9780 -0.25
O 0.62092 0.42234 -2.75859 1.1393 0.0785 0.9262 -0.69
C -0.43192 -1.64921 -1.46166 -0.5497 0.0318 -1.1495 0.70
F -1.21427 -1.97551 -0.45240 0.3987 -0.1447 0.0221 -0.13
F -0.98240 -2.12088 -2.58878 0.1805 0.3922 0.3690 -0.12
F 0.77170 -2.21512 -1.35244 -0.0633 0.3314 0.4743 -0.23
C 0.17092 5.54390 -0.76878 0.0624 -0.6588 0.1061 -1.44
C 1.24392 4.65932 -0.14690 0.6995 1.3785 -0.7196 0.06
O 1.46494 3.45539 -0.97499 0.0209 0.0293 0.0172 -0.05
H 0.02014 6.39467 -0.10672 -0.1532 0.0100 -0.0128 0.37
H -0.76758 5.01364 -0.93201 -0.0721 0.0877 0.1761 0.34
H 0.51685 5.93248 -1.72960 -0.0110 0.0033 0.0118 0.51
H 1.10734 4.40122 0.89673 -0.1727 -0.4710 -0.1560 0.23
H 2.17732 5.21612 -0.27957 0.0234 -0.1037 0.6687 0.35
H 1.50211 3.82122 -1.87415 0.0802 -0.6257 -0.0310 0.15
C -2.58101 -3.65852 1.88404 -0.6816 0.6712 0.6698 -0.73
C -1.93610 -3.64907 3.26132 -0.1853 -0.1838 -0.2932 0.05
O -1.57339 -4.97686 3.62176 0.6265 -0.0097 0.1419 -0.54
H -3.42057 -4.35612 1.94975 0.2953 -0.3917 -0.5193 0.54
H -1.83701 -3.86013 1.12017 -0.2522 -0.4296 -0.1344 -0.06
H -3.09397 -2.72222 1.64155 0.3672 0.2000 0.0708 0.21
H -2.59146 -3.22901 4.02999 -0.0863 0.0738 -0.1100 0.33
H -1.02134 -3.05559 3.24247 0.0783 -0.1587 0.1626 -0.14
H -2.28084 -5.58640 3.39401 -0.1553 0.1431 0.0049 0.32
C 5.03765 -0.82406 -0.77289 0.3355 -0.1935 0.4058 -1.31
C 3.56566 -1.02045 -0.43906 0.6660 0.5791 -1.0679 0.06
O 3.14830 0.12575 0.37912 -0.4434 0.0908 -0.3389 0.20
H 5.29099 0.18685 -1.10013 -0.4601 0.1090 -0.0372 0.29
H 5.39813 -1.47290 -1.57136 -0.1781 -0.2698 0.1901 0.41
H 5.62593 -0.98350 0.13306 0.1242 -0.1701 -0.1288 0.29
H 3.33687 -1.95404 0.06999 0.0890 0.1240 0.3021 0.11
H 2.97607 -1.02212 -1.35676 -0.2248 0.2328 0.1511 0.40
H 3.51701 -0.00541 1.28623 0.2405 0.4909 0.2738 0.13
C -3.85894 1.56840 -4.05498 -0.1895 1.2686 0.5189 -0.98
C -2.58930 2.31347 -4.46093 -0.0800 -0.5079 -0.4808 0.26
O -2.78780 2.94527 -5.72530 0.0492 -0.1901 0.0749 -0.59
H -4.48499 1.18606 -4.85779 0.5071 -0.1387 -0.3393 0.37
H -4.47369 2.33204 -3.56859 -0.2710 -0.3521 0.2123 0.34
H -3.61504 0.78864 -3.34007 -0.1507 -0.0492 0.0172 0.10
H -1.76662 1.59093 -4.48426 0.1644 0.1634 -0.2499 0.08
H -2.33622 3.09201 -3.73327 -0.0606 -0.1809 0.2721 0.16
H -1.96388 3.37402 -5.97295 -0.0507 0.0201 -0.0922 0.29
C -2.39242 -1.32362 -5.60243 0.4942 -0.6805 0.3364 -0.57
C -3.36265 -2.35657 -5.03021 -0.8400 0.5908 -1.0575 -0.24
O -4.14300 -2.95535 -6.08723 0.7027 -0.3156 0.3556 -0.55
H -2.83128 -0.68879 -6.36760 -0.2719 0.0895 0.2046 0.33
H -1.55687 -1.85302 -6.07083 0.0160 0.0556 -0.0618 0.41
H -1.96481 -0.73383 -4.78876 -0.0599 0.1857 -0.0875 -0.16
H -4.13201 -1.87653 -4.42590 0.2663 0.0160 0.3512 0.23
H -2.83589 -3.12536 -4.46489 -0.0423 0.0447 0.1950 0.24
H -3.58004 -3.64234 -6.46232 -0.2565 0.0341 -0.2224 0.31
C 4.57412 -2.66248 3.65604 -0.2266 1.2241 -0.2148 -1.34
C 3.66133 -1.45870 3.43113 0.2340 -0.3774 0.3396 0.34
O 4.37508 -0.38938 2.76636 -0.5566 -0.1011 -0.1728 -0.60
H 3.95553 -3.44482 4.08924 0.3977 -0.3449 -0.0666 0.40
H 5.38057 -2.34650 4.31853 -0.0802 -0.3101 0.2639 0.35
H 5.05363 -2.90899 2.70969 -0.2303 -0.4899 -0.0046 0.30
H 3.26414 -1.10588 4.38566 0.0079 0.1211 -0.0443 0.39
H 2.79620 -1.72563 2.82355 0.0894 0.0914 -0.2304 -0.11
H 4.80410 0.14063 3.44538 0.0968 0.0823 -0.1625 0.25
C 2.01952 -5.36741 -0.19044 -1.3158 0.5125 0.1778 -0.77
C 0.66342 -5.51415 0.53053 0.3223 -0.9249 -0.4145 0.14
O 0.53083 -6.91386 0.81212 -0.1419 0.2913 0.5723 -0.57
H 2.18234 -6.24881 -0.80407 0.0326 -0.0639 0.0167 0.39
H 2.82287 -5.26102 0.53427 0.1567 0.0933 -0.1485 0.24
H 1.90389 -4.51006 -0.86000 0.5954 0.0923 0.0906 0.03
H -0.17408 -5.23122 -0.11860 0.1656 0.1429 -0.1095 0.14
H 0.57873 -4.91596 1.44239 0.1933 -0.0086 0.0061 0.13
H 0.07740 -7.01463 1.65709 -0.0105 -0.0480 -0.1333 0.30
C -5.31945 3.94399 0.56912 -0.1115 1.4165 -0.8434 -1.38
C -3.88230 3.82631 0.10269 -0.5146 -0.3831 -0.5769 0.38
O -3.01354 4.23600 1.15226 -0.0260 -0.0876 -0.4417 -0.53
H -5.47218 3.60915 1.58903 -0.0662 -0.1783 -0.0437 0.34
H -6.04171 3.54857 -0.14719 0.2382 -0.7362 0.1818 0.37
H -5.56497 5.00886 0.46626 0.0067 0.0229 0.7631 0.34
H -3.74645 4.45583 -0.78678 0.0002 0.1866 0.0882 0.21
H -3.68617 2.81291 -0.27432 0.2746 -0.1376 0.5162 0.05
H -2.13693 3.96807 0.86464 0.0951 -0.0430 0.3665 0.22
C 2.66067 2.51236 4.44638 0.3307 -0.1420 0.3743 -0.41
C 3.17776 3.89306 4.09052 -0.8784 0.5124 0.7105 -0.52
O 2.69982 4.34741 2.81791 0.2595 -0.4431 -0.4926 -0.45
H 1.57231 2.45210 4.45985 0.0107 0.0440 -0.5327 0.24
H 2.92096 2.24676 5.47569 0.3397 0.1666 -0.0477 0.47
H 3.12529 1.76396 3.80099 -0.3850 -0.1063 -0.1208 -0.24
H 4.26634 3.94920 4.12104 -0.0381 -0.0526 -0.1916 0.30
H 2.78268 4.60243 4.82537 0.3516 -0.0949 0.1653 0.37
H 2.02970 5.01324 2.97540 -0.0413 0.0863 0.0844 0.30

=====

| no. | highest occupied orbital energy (eV) | orbital gap (Eh) |
| --- | --- | --- |
| 1 | -8.51 | 0.3814 |
| 2 | -11.55 | 0.2492 |